This record from the Open Molecules 2025 dataset describes a cluster of 2 separate species, C2H6F3N3 in total at a distorted geometry. The level of theory is ωB97M-V with the def2-TZVPD basis set.

Positions of all 14 atoms, in Å:
N (-1.14, 0.57, -1.21)
C (-1.11, 0.03, -0.04)
N (-0.66, 0.76, 1.02)
N (-1.51, -1.33, 0.19)
H (-1.52, -0.06, -1.86)
H (-0.36, 0.49, 1.92)
H (-0.61, 1.69, 0.83)
H (-1.69, -1.80, -0.64)
H (-1.49, -1.62, 1.11)
F (1.67, -0.92, 0.14)
C (1.93, 0.27, -0.29)
F (1.97, 1.08, 0.74)
F (3.19, 0.24, -0.78)
H (1.34, 0.60, -1.14)

## Properties
Energy relative to the best compared isomer or geometry (same formula, charge and spin): 0.0 kJ/mol
Orbital gap: 9.8956 eV
Calculated total energy: -14794.1349 eV
E_LUMO: 0.809 eV


This record from the Open Molecules 2025 dataset describes the molecule HNP4 at a distorted geometry. The level of theory is ωB97M-V with the def2-TZVPD basis set.

Positions of all 6 atoms, in Å:
N (0.44, 3.73, 0.74)
P (-0.17, 3.27, 2.01)
P (-0.51, 1.02, 1.97)
P (0.18, 0.79, 0.01)
P (0.81, 1.87, -1.55)
H (-0.44, -0.39, -0.52)

## Properties
Energy relative to the best compared isomer or geometry (same formula, charge and spin): 373.9 kJ/mol
Orbital gap (spin up / spin down): 5.4805 / 5.4636 eV
Calculated total energy: -38656.3836 eV
E_LUMO (spin up / spin down): -2.607 / -2.627 eV


This record from the Open Molecules 2025 dataset describes a structure of composition C24H34Br51IOP at a distorted geometry. The level of theory is ωB97M-V with the def2-TZVPD basis set.

Positions of all 112 atoms, in Å:
C (4.68, -0.35, -2.95)
C (4.31, 0.42, -4.34)
C (3.62, 1.85, -4.02)
C (2.04, 1.68, -4.28)
O (1.18, 2.42, -3.29)
P (-0.40, 2.34, -4.03)
C (-1.74, 1.84, -2.77)
I (-2.94, 3.64, -2.28)
C (-2.75, 0.82, -3.49)
C (-2.16, -0.64, -3.79)
H (3.98, -0.02, -2.08)
H (5.75, -0.05, -2.68)
H (4.56, -1.50, -3.08)
H (3.54, -0.26, -4.87)
H (5.24, 0.55, -5.01)
H (3.75, 2.19, -2.93)
H (4.11, 2.62, -4.70)
H (1.70, 0.57, -4.22)
H (1.75, 2.06, -5.32)
H (-0.77, 3.62, -4.64)
H (-0.33, 1.28, -5.03)
H (-1.29, 1.44, -1.78)
H (-3.75, 0.77, -2.93)
H (-3.00, 1.29, -4.53)
H (-1.61, -1.13, -2.91)
H (-1.55, -0.62, -4.77)
H (-3.07, -1.33, -4.01)
C (-4.07, 2.04, 1.72)
Br (-4.78, 1.40, 3.41)
Br (-2.76, 3.45, 1.98)
Br (-3.37, 0.58, 0.64)
H (-4.90, 2.47, 1.16)
C (-0.57, -1.46, -8.03)
Br (-1.14, -3.17, -7.31)
Br (-2.07, -0.38, -8.61)
Br (0.57, -0.50, -6.79)
H (0.03, -1.67, -8.92)
C (-6.44, 0.45, -8.48)
Br (-6.21, 1.46, -6.84)
Br (-5.07, 0.90, -9.79)
Br (-6.53, -1.46, -8.15)
H (-7.40, 0.75, -8.91)
C (6.34, -1.44, 0.90)
Br (4.65, -1.58, 1.84)
Br (6.48, -2.75, -0.53)
Br (6.67, 0.36, 0.26)
H (7.13, -1.67, 1.61)
C (4.42, 1.96, 4.74)
Br (2.97, 0.97, 5.58)
Br (6.11, 1.02, 4.89)
Br (4.01, 2.42, 2.90)
H (4.53, 2.89, 5.29)
C (-9.16, 0.41, 2.84)
Br (-8.93, 1.45, 4.47)
Br (-7.79, 0.82, 1.53)
Br (-9.26, -1.50, 3.21)
H (-10.12, 0.70, 2.41)
C (-2.80, -3.50, 1.48)
Br (-4.64, -3.40, 2.11)
Br (-2.66, -2.97, -0.39)
Br (-1.59, -2.49, 2.61)
H (-2.50, -4.54, 1.54)
C (-4.76, 2.47, 7.17)
Br (-5.35, 0.79, 7.93)
Br (-6.26, 3.56, 6.59)
Br (-3.58, 3.44, 8.37)
H (-4.18, 2.23, 6.28)
C (1.13, 5.04, 2.63)
Br (0.55, 3.35, 3.37)
Br (-0.36, 6.12, 2.02)
Br (2.27, 6.02, 3.87)
H (1.74, 4.82, 1.75)
C (-0.68, -6.21, 4.41)
Br (0.85, -5.08, 4.06)
Br (-1.90, -5.39, 5.69)
Br (-1.59, -6.73, 2.78)
H (-0.31, -7.12, 4.87)
C (2.09, 5.48, -6.08)
Br (3.89, 5.18, -5.43)
Br (1.98, 5.29, -8.01)
Br (0.75, 4.39, -5.17)
H (1.85, 6.52, -5.85)
C (-5.80, 7.67, 4.89)
Br (-6.49, 7.07, 6.60)
Br (-4.47, 9.07, 5.10)
Br (-5.14, 6.20, 3.82)
H (-6.64, 8.11, 4.35)
C (4.17, -7.85, 4.93)
Br (2.50, -8.01, 5.91)
Br (4.28, -9.14, 3.48)
Br (4.47, -6.04, 4.31)
H (4.97, -8.09, 5.63)
C (1.48, -8.23, 0.77)
Br (0.26, -7.27, -0.40)
Br (0.56, -9.05, 2.27)
Br (2.54, -9.52, -0.22)
H (2.17, -7.49, 1.18)
C (-2.86, -9.78, -1.24)
Br (-3.06, -8.14, -0.21)
Br (-1.05, -9.98, -1.93)
Br (-3.43, -11.34, -0.23)
H (-3.52, -9.70, -2.10)
C (7.95, 2.78, 8.21)
Br (7.35, 1.09, 8.95)
Br (6.46, 3.86, 7.58)
Br (9.07, 3.77, 9.45)
H (8.56, 2.55, 7.34)
C (4.63, 5.16, -1.16)
Br (4.42, 6.80, -0.15)
Br (6.44, 4.95, -1.84)
Br (4.06, 3.61, -0.14)
H (3.98, 5.23, -2.03)

## Properties
Orbital gap: 7.4832 eV
Calculated total energy: -3617026.9946 eV
E_LUMO: -3.470 eV
Charge: +1


This record from the Open Molecules 2025 dataset describes a cluster of 2 separate species, Cl2HNOS in total at a distorted geometry. The level of theory is ωB97M-V with the def2-TZVPD basis set.

Positions of all 6 atoms, in Å:
N (0.67, -0.97, -0.04)
O (-2.55, 1.19, 0.66)
S (-2.74, -0.20, 1.02)
Cl (2.04, -1.54, 0.67)
Cl (-3.02, -1.30, -0.67)
H (0.79, 0.02, -0.26)

## Properties
Energy relative to the best compared isomer or geometry (same formula, charge and spin): 385.6 kJ/mol
Orbital gap (spin up / spin down): 3.9914 / 3.2211 eV
Calculated total energy: -39428.0417 eV
E_LUMO (spin up / spin down): -3.514 / -3.954 eV


This record from the Open Molecules 2025 dataset describes the molecule C10H22O2S at a distorted geometry. The level of theory is ωB97M-V with the def2-TZVPD basis set.

Positions of all 35 atoms, in Å:
C (-0.67, 0.21, -1.74)
C (-1.64, 1.27, 0.41)
C (-0.93, -1.38, 1.85)
C (-2.67, -1.30, 0.00)
C (1.40, 1.91, -0.66)
C (1.20, 1.03, 1.61)
C (2.60, -0.59, -1.82)
C (-0.69, 0.26, -0.20)
C (-1.16, -1.16, 0.34)
C (0.97, 0.65, 0.14)
O (3.36, -0.38, 0.55)
O (-0.43, -2.16, -0.32)
S (2.14, -0.85, -0.09)
H (-1.67, 0.62, -2.03)
H (0.14, 0.96, -2.14)
H (-0.53, -0.87, -2.03)
H (-1.54, 1.21, 1.51)
H (-2.64, 1.24, 0.12)
H (-1.39, 2.23, 0.16)
H (0.06, -1.39, 2.02)
H (-1.26, -2.38, 2.17)
H (-1.46, -0.74, 2.48)
H (-3.30, -0.90, 0.83)
H (-3.13, -1.03, -0.97)
H (-2.81, -2.35, -0.05)
H (1.57, 1.87, -1.69)
H (0.56, 2.66, -0.39)
H (2.28, 2.28, -0.17)
H (0.41, 0.62, 2.21)
H (2.17, 0.72, 2.00)
H (1.15, 2.14, 1.63)
H (1.66, -0.63, -2.41)
H (3.22, -1.39, -1.93)
H (3.11, 0.36, -1.74)
H (-0.09, -2.72, 0.37)

## Properties
Energy relative to the best compared isomer or geometry (same formula, charge and spin): 0.0 kJ/mol
Orbital gap: 9.2106 eV
Calculated total energy: -25654.1303 eV
E_LUMO: 0.678 eV


This record from the Open Molecules 2025 dataset describes a structure of composition C19H19BrF4N6V. The level of theory is ωB97M-V with the def2-TZVPD basis set.

Positions of all 50 atoms, in Å:
V (-0.02, -0.01, 0.06)
C (-1.20, 2.06, -1.93)
C (-2.18, 0.91, -1.79)
N (-1.58, -0.40, -1.42)
C (-2.71, -1.32, -1.08)
C (-2.30, -2.60, -0.38)
C (-0.83, -1.00, -2.56)
C (0.58, -0.45, -2.78)
N (1.16, -0.10, -1.50)
C (2.50, 0.16, -1.41)
C (2.98, 0.64, -0.17)
F (2.06, 0.83, 0.82)
C (4.29, 0.95, 0.08)
F (4.62, 1.40, 1.30)
C (5.26, 0.80, -0.90)
C (4.82, 0.36, -2.13)
F (5.71, 0.21, -3.12)
C (3.50, 0.05, -2.39)
F (3.20, -0.37, -3.64)
H (-1.77, 2.98, -2.12)
H (-0.50, 1.93, -2.75)
H (-0.63, 2.23, -1.01)
H (-2.76, 0.78, -2.72)
H (-2.90, 1.16, -1.01)
H (-3.26, -1.54, -2.01)
H (-3.39, -0.76, -0.44)
H (-1.68, -3.24, -1.00)
H (-3.20, -3.16, -0.12)
H (-1.75, -2.39, 0.53)
H (-1.44, -0.89, -3.47)
H (-0.75, -2.06, -2.35)
H (0.57, 0.39, -3.48)
H (1.14, -1.24, -3.28)
H (6.29, 1.03, -0.71)
Br (-4.69, 1.02, 3.29)
C (-2.83, 1.22, 3.13)
C (-2.05, 1.61, 4.20)
C (-0.68, 1.74, 3.99)
C (-0.16, 1.46, 2.74)
N (-0.92, 1.08, 1.70)
C (-2.23, 0.97, 1.90)
H (-2.49, 1.81, 5.16)
H (-0.02, 2.03, 4.79)
H (0.91, 1.53, 2.57)
H (-2.84, 0.65, 1.06)
N (1.32, -2.66, 5.41)
C (1.05, -2.88, 4.31)
N (0.73, -3.20, 3.05)
C (0.60, -2.26, 2.20)
N (0.50, -1.43, 1.38)

## Properties
Energy relative to the best compared isomer or geometry (same formula, charge and spin): 42.1 kJ/mol
<S²>: 0.76
Orbital gap (spin up / spin down): 6.7882 / 6.1673 eV
Calculated total energy: -135550.4173 eV
E_LUMO (spin up / spin down): -0.414 / -0.419 eV
Spin multiplicity: 2